Entry 1:
{
  "formula": "C39H43ClN7O10",
  "method": "ωB97M-V/def2-TZVPD",
  "lumo_ha": -0.125,
  "homo_lumo_gap_ev": 7.888,
  "total_charge": 1,
  "elements": ["C", "C", "N", "C", "C", "N", "C", "C", "C", "Cl", "C", "C", "H", "H", "H", "H", "H", "H", "H", "H", "H", "H", "H", "H", "H", "H", "H", "H", "H", "H", "C", "C", "C", "C", "C", "C", "N", "O", "O", "H", "H", "H", "H", "H", "C", "C", "C", "C", "C", "C", "N", "O", "O", "H", "H", "H", "H", "H", "C", "C", "C", "C", "C", "C", "N", "O", "O", "H", "H", "H", "H", "H", "C", "C", "C", "C", "C", "C", "N", "O", "O", "H", "H", "H", "H", "H", "C", "C", "C", "C", "C", "C", "N", "O", "O", "H", "H", "H", "H", "H"],
  "coordinates": [[-1.742, 2.464, -4.259], [-0.983, 1.393, -4.421], [-1.585, 0.088, -4.785], [-0.620, -0.703, -5.671], [-0.259, -2.080, -5.128], [-0.012, -1.994, -3.688], [-1.301, -1.816, -3.041], [-2.145, -0.620, -3.554], [-3.610, -1.013, -3.760], [-4.590, 0.483, -3.907], [-3.862, -2.027, -4.902], [-5.201, -1.894, -5.636], [-2.630, 2.657, -4.850], [-1.430, 3.219, -3.548], [0.097, 1.429, -4.377], [-2.395, 0.326, -5.366], [-1.074, -0.793, -6.659], [0.278, -0.107, -5.813], [0.678, -2.363, -5.608], [-1.040, -2.812, -5.317], [0.583, -1.191, -3.504], [-1.149, -1.708, -1.968], [-1.864, -2.742, -3.171], [-2.156, 0.129, -2.767], [-3.895, -1.484, -2.819], [-3.029, -1.983, -5.606], [-3.843, -3.015, -4.439], [-5.517, -2.871, -5.998], [-5.121, -1.205, -6.474], [-5.990, -1.544, -4.971], [1.020, -2.935, -0.462], [0.734, -4.061, -1.223], [0.331, -5.233, -0.601], [0.221, -5.248, 0.777], [0.508, -4.141, 1.552], [0.909, -2.973, 0.920], [-0.228, -6.488, 1.441], [-0.456, -7.447, 0.734], [-0.345, -6.465, 2.646], [1.334, -2.020, -0.950], [0.827, -4.022, -2.298], [0.105, -6.118, -1.177], [0.418, -4.186, 2.627], [1.137, -2.095, 1.510], [3.857, -0.823, 5.417], [2.725, -0.319, 4.788], [2.838, 0.271, 3.540], [4.081, 0.341, 2.942], [5.220, -0.151, 3.554], [5.102, -0.736, 4.803], [4.187, 0.948, 1.607], [3.168, 1.380, 1.095], [5.279, 0.979, 1.080], [3.770, -1.288, 6.390], [1.757, -0.383, 5.263], [1.967, 0.667, 3.043], [6.181, -0.086, 3.066], [5.982, -1.127, 5.293], [10.502, 3.487, 3.947], [11.292, 2.915, 4.936], [10.929, 1.704, 5.502], [9.775, 1.085, 5.059], [8.971, 1.640, 4.081], [9.342, 2.852, 3.523], [9.398, -0.213, 5.646], [10.108, -0.665, 6.516], [8.395, -0.758, 5.223], [10.792, 4.431, 3.505], [12.194, 3.411, 5.266], [11.535, 1.249, 6.271], [8.073, 1.137, 3.758], [8.726, 3.299, 2.755], [-8.563, 1.725, -2.658], [-7.831, 0.544, -2.634], [-8.333, -0.570, -1.980], [-9.564, -0.480, -1.361], [-10.306, 0.685, -1.368], [-9.796, 1.796, -2.023], [-10.105, -1.673, -0.681], [-9.416, -2.673, -0.679], [-11.199, -1.579, -0.171], [-8.173, 2.593, -3.174], [-6.868, 0.479, -3.125], [-7.777, -1.495, -1.951], [-11.265, 0.727, -0.872], [-10.364, 2.715, -2.040], [-1.145, 5.643, 1.549], [-1.931, 4.506, 1.694], [-1.503, 3.464, 2.500], [-0.289, 3.586, 3.151], [0.510, 4.705, 3.017], [0.074, 5.740, 2.205], [0.161, 2.494, 4.030], [-0.544, 1.505, 4.112], [1.210, 2.641, 4.619], [-1.487, 6.458, 0.924], [-2.882, 4.434, 1.184], [-2.104, 2.576, 2.626], [1.454, 4.770, 3.537], [0.684, 6.625, 2.091]]
}

***

Entry 2:
{
  "formula": "C27H35CuF5N4OP2Te",
  "method": "ωB97M-V/def2-TZVPD",
  "spin_multiplicity": 2,
  "lumo_ha": [-0.018, -0.018],
  "s2": 0.758,
  "homo_lumo_gap_ev": [5.070, 7.206],
  "total_charge": 0,
  "elements": ["Cu", "C", "C", "C", "C", "C", "C", "C", "C", "C", "H", "H", "H", "H", "H", "H", "H", "H", "H", "H", "H", "H", "H", "H", "H", "P", "P", "N", "N", "N", "N", "C", "C", "C", "C", "C", "C", "C", "C", "C", "C", "C", "C", "C", "C", "C", "C", "C", "C", "H", "H", "H", "H", "H", "H", "H", "H", "H", "H", "H", "H", "H", "H", "H", "H", "H", "H", "H", "H", "F", "Te", "F", "F", "F", "F", "O"],
  "coordinates": [[-0.923, 1.591, -2.013], [-1.831, 1.871, -3.749], [-1.834, 0.513, -3.410], [-0.886, -0.538, -3.899], [0.596, -0.041, -4.042], [1.073, 0.771, -2.891], [0.844, 2.114, -2.631], [0.465, 3.089, -3.696], [-0.783, 2.626, -4.517], [1.307, 1.049, 1.943], [-2.779, 2.389, -3.593], [-2.768, 0.115, -2.996], [-1.239, -0.979, -4.854], [-0.885, -1.356, -3.153], [1.229, -0.944, -4.100], [0.724, 0.470, -5.008], [1.843, 0.280, -2.282], [1.444, 2.546, -1.835], [1.301, 3.261, -4.398], [0.243, 4.053, -3.212], [-1.239, 3.532, -4.945], [-0.440, 2.019, -5.360], [0.630, 1.758, 1.448], [2.191, 1.620, 2.260], [0.801, 0.536, 2.778], [1.827, -0.115, 0.751], [-1.416, -1.439, 1.431], [2.994, 0.874, -0.066], [2.651, -1.291, 1.553], [-2.107, 0.113, 0.896], [-2.853, -2.263, 1.739], [0.751, -1.004, -0.388], [-0.401, -1.969, 0.056], [3.112, 2.278, -0.031], [4.233, 2.631, -0.762], [4.796, 1.432, -1.300], [4.026, 0.367, -0.866], [3.323, -1.120, 2.765], [4.093, -2.246, 2.966], [3.901, -3.118, 1.848], [3.020, -2.508, 0.983], [-1.741, 1.365, 1.446], [-1.950, 2.352, 0.524], [-2.533, 1.742, -0.663], [-2.595, 0.357, -0.371], [-4.088, -2.188, 1.077], [-5.010, -2.980, 1.741], [-4.335, -3.589, 2.838], [-3.031, -3.142, 2.819], [1.384, -1.571, -1.099], [0.298, -0.194, -0.993], [-1.060, -2.112, -0.819], [-0.003, -2.965, 0.325], [2.412, 2.881, 0.536], [4.625, 3.628, -0.890], [5.666, 1.365, -1.932], [4.111, -0.697, -1.039], [3.158, -0.223, 3.345], [4.724, -2.407, 3.821], [4.345, -4.082, 1.681], [2.595, -2.805, 0.038], [-1.417, 1.451, 2.479], [-1.722, 3.405, 0.659], [-3.196, 2.243, -1.367], [-3.018, -0.441, -0.963], [-4.262, -1.563, 0.222], [-6.059, -3.103, 1.506], [-4.767, -4.247, 3.573], [-2.240, -3.310, 3.514], [-1.445, 1.670, 4.566], [-1.552, -0.278, 5.009], [-2.491, 0.270, 6.532], [-3.298, -0.246, 4.078], [0.081, -0.193, 6.144], [-1.979, -2.127, 5.561], [-0.641, -1.236, 2.684]]
}

***

Entry 3:
{
  "formula": "C19H20N4O2W",
  "method": "ωB97M-V/def2-TZVPD",
  "spin_multiplicity": 3,
  "lumo_ha": [-0.640, -0.668],
  "s2": 2.025,
  "homo_lumo_gap_ev": [4.416, 3.706],
  "total_charge": 4,
  "elements": ["N", "C", "C", "H", "H", "H", "N", "C", "C", "H", "H", "H", "N", "C", "C", "H", "H", "H", "W", "C", "O", "C", "O", "C", "C", "C", "C", "C", "C", "H", "H", "H", "H", "H", "H", "C", "C", "C", "N", "C", "C", "H", "H", "H", "H", "H"],
  "coordinates": [[3.539, -2.097, -0.765], [3.310, -2.977, 0.013], [3.446, -4.115, 0.917], [4.185, -4.789, 0.450], [2.515, -4.675, 1.098], [3.853, -3.755, 1.877], [-3.054, 0.224, 1.911], [-4.079, 0.277, 2.496], [-5.139, 0.575, 3.406], [-5.649, -0.290, 3.810], [-5.917, 1.195, 2.978], [-4.739, 1.124, 4.259], [2.184, 1.400, -3.163], [1.351, 2.024, -3.702], [0.597, 2.954, -4.543], [0.365, 3.872, -3.985], [-0.335, 2.537, -4.949], [1.260, 3.208, -5.381], [-1.381, -1.149, -0.709], [-1.016, 0.913, -0.044], [-0.824, 2.053, 0.214], [-0.378, -0.627, 1.125], [0.234, -0.476, 2.131], [-1.214, -3.102, -0.956], [-0.246, -2.405, -1.772], [-0.693, -1.330, -2.619], [-2.090, -0.967, -2.622], [-3.050, -1.594, -1.729], [-2.599, -2.688, -0.882], [-0.810, -3.946, -0.404], [0.766, -2.781, -1.909], [0.018, -0.922, -3.334], [-2.343, -0.159, -3.285], [-4.007, -1.083, -1.536], [-3.204, -3.059, -0.030], [4.790, 1.886, -0.034], [4.470, 0.829, 0.830], [3.115, 0.605, 1.152], [2.128, 1.317, 0.617], [2.417, 2.333, -0.188], [3.739, 2.644, -0.568], [5.833, 2.105, -0.295], [5.219, 0.151, 1.235], [2.832, -0.178, 1.857], [1.577, 2.924, -0.555], [3.896, 3.438, -1.295]]
}

***

Summary of max |F| in hartree/bohr
0.0266, 0.0687, 0.2389
(order as listed above)